11
Properties=species:S:1:pos:R:3:nbo_charge:R:1 method="wB97M-V/def2-TZVPD" orbital_gap_ev=7.5691 homo_energy_ev=-9.0 lumo_energy_ev=-1.5
C -0.77626 1.35264 1.79939 -0.674
C -0.31276 0.89486 0.45601 -0.181
C -0.76914 -0.42592 -0.07340 0.435
C 0.05993 -1.55445 -0.72297 -0.404
H 0.12144 2.00947 2.19894 0.254
H -0.96902 0.10309 2.64905 0.236
H -2.00521 2.11956 1.73997 0.290
H -0.55021 -2.11866 -1.35797 0.211
O -1.85764 -0.67554 0.43986 -0.493
S 0.30556 1.90602 -0.72168 0.081
S 1.51028 -1.80051 -0.37226 0.246

***

13
Properties=species:S:1:pos:R:3:nbo_charge:R:1 method="wB97M-V/def2-TZVPD" orbital_gap_ev=10.2389 homo_energy_ev=-9.2 lumo_energy_ev=1.0
O 1.28937 -2.05907 -1.33845 -0.507
C 0.96183 -0.94704 -0.99795 0.412
C 1.11630 -0.43312 0.42216 -0.332
N 0.02056 0.35230 0.96798 -0.390
C -1.30857 0.02686 0.49344 -0.261
C -0.67795 1.33190 0.15339 -0.263
H 0.53761 -0.23383 -1.73776 0.105
H 2.04181 0.15783 0.47271 0.223
H 1.24596 -1.31123 1.06037 0.224
H -2.08293 -0.05713 1.25062 0.207
H -1.39005 -0.70641 -0.31690 0.187
H -0.39686 1.48324 -0.88881 0.187
H -0.95311 2.25065 0.67133 0.208

***

72
Properties=species:S:1:pos:R:3:lowdin_charge:R:1 method="wB97M-V/def2-TZVPD" orbital_gap_ev="7.0460 / 5.1287" spin_multiplicity=6 homo_energy_ev="-13.1 / -13.5" lumo_energy_ev="-6.0 / -8.4" charge=+2
Ir -1.02964 -0.93683 -1.91679 1.336
C -0.36806 -2.54450 3.11020 -0.145
C 0.98047 -2.63849 2.66320 -0.131
C 0.84563 -0.89236 4.15260 -0.121
C -0.45040 -1.45983 4.03072 -0.144
C 1.72756 -1.60993 3.30184 -0.129
C -1.51462 -3.30499 2.59419 0.002
H -1.18749 -4.28859 2.24200 0.092
H -1.97894 -2.77745 1.74418 0.092
H -2.27755 -3.43239 3.37216 0.098
C -1.68035 -0.93262 4.63783 0.007
H -2.38637 -1.74941 4.81577 0.094
H -2.16861 -0.19966 3.97531 0.113
H -1.47108 -0.42963 5.58962 0.094
C 1.19026 0.30371 4.94883 0.014
H 0.57578 0.32642 5.85392 0.096
H 1.00345 1.23366 4.38722 0.095
H 2.24633 0.28420 5.23943 0.095
C 3.13496 -1.28436 3.01231 0.005
H 3.76121 -2.18846 3.05894 0.107
H 3.52223 -0.55240 3.73182 0.086
H 3.24467 -0.85154 2.00215 0.107
C 1.49195 -3.55937 1.62332 0.006
H 2.45503 -3.99264 1.92673 0.105
H 1.66806 -3.02359 0.67428 0.104
H 0.77958 -4.37230 1.42791 0.086
C -1.83111 1.08185 -3.30514 -0.380
C -2.09630 -0.41783 -3.46401 -0.387
C -1.55944 -1.12901 -4.70744 -0.167
C -0.11467 -1.65673 -4.54482 -0.161
C 0.43199 -1.44483 -3.15414 -0.318
C 0.64378 -0.08469 -2.66836 -0.362
C 0.67301 1.09843 -3.64014 -0.163
C -0.68581 1.58058 -4.17509 -0.192
H -1.62811 -0.48299 -5.58471 0.116
H 0.53955 -1.19542 -5.29138 0.125
H -2.22118 -1.98216 -4.91550 0.127
H -0.81327 1.27644 -5.22524 0.121
H -2.77822 1.61262 -3.49508 0.121
H -3.16436 -0.63584 -3.33932 0.119
H -0.71153 2.67871 -4.20394 0.120
H 1.18429 1.93217 -3.13235 0.098
H 1.35599 0.00462 -1.83478 0.094
H 1.30888 0.81944 -4.49485 0.131
H -0.09069 -2.73162 -4.76261 0.125
H 1.12578 -2.19094 -2.75090 0.126
P -1.46811 1.69372 -1.48052 1.076
P 1.64060 2.38171 0.70523 0.820
C -0.63471 3.30788 -1.06281 -0.314
C 0.84457 3.44524 -0.61079 -0.416
H -1.29648 3.74618 -0.30175 0.087
H -0.75791 3.91690 -1.97348 0.102
H 1.49672 3.31680 -1.49207 0.063
H 0.96058 4.47332 -0.22351 0.091
C 1.46395 3.35197 2.26187 -0.310
H 2.24803 3.02433 2.96662 0.039
H 0.49017 3.09646 2.70081 0.025
H 1.53680 4.43476 2.08175 0.051
C 3.39287 2.82816 0.33192 -0.300
H 3.46962 3.83834 -0.09216 0.051
H 3.77538 2.09581 -0.39066 0.032
H 3.98624 2.75378 1.25119 0.043
C -3.18778 1.89431 -0.95956 -0.211
H -3.50595 0.97675 -0.44416 0.061
H -3.81663 2.07394 -1.84110 0.063
H -3.23499 2.74796 -0.26603 0.062
C -1.76512 -2.73677 -1.53164 -0.250
H -1.14705 -3.13973 -0.71427 0.006
H -1.74981 -3.39894 -2.40065 0.036
H -2.79647 -2.59535 -1.17587 0.033
N -0.75808 -0.21785 1.13303 0.068
C -0.86910 -0.56912 0.01872 -0.463

***

19
Properties=species:S:1:pos:R:3:nbo_charge:R:1 method="wB97M-V/def2-TZVPD" orbital_gap_ev=9.6896 homo_energy_ev=-9.1 lumo_energy_ev=0.6
O 1.61470 -0.20301 1.77995 -0.626
C 2.15382 0.14350 0.73306 0.666
N 2.65432 -0.76797 -0.14655 -0.623
C 2.31434 1.59145 0.32071 -0.716
C 2.56754 -2.18972 0.12418 -0.413
H 3.09652 -0.43945 -1.00856 0.395
H 1.79617 1.79099 -0.63232 0.227
H 1.87683 2.23684 1.10090 0.244
H 3.37934 1.85357 0.20372 0.227
H 3.02997 -2.74359 -0.71008 0.202
H 1.51639 -2.51007 0.21935 0.208
H 3.09957 -2.44750 1.05536 0.208
S -4.20182 -1.47724 0.07357 -0.138
S -3.82438 -0.13845 -1.43045 0.095
C -4.41439 1.40681 -0.71175 -0.760
H -3.04821 -1.33845 0.76090 0.129
H -4.32661 2.18402 -1.48948 0.229
H -3.81311 1.71282 0.16085 0.221
H -5.47099 1.33545 -0.40337 0.225

***

8
Properties=species:S:1:pos:R:3:lowdin_charge:R:1 method="wB97M-V/def2-TZVPD" orbital_gap_ev="8.4913 / 8.9977" spin_multiplicity=6 homo_energy_ev="-20.5 / -20.7" lumo_energy_ev="-12.1 / -11.7" charge=+2
O -1.06307 -0.57241 -0.03269 -0.092
Pm -1.49388 1.70461 -0.77514 2.237
O 0.47424 2.54321 -0.35486 -0.409
H 0.90216 2.73920 0.47771 0.023
C -0.15320 -1.28599 0.41867 -0.638
O -0.25232 -1.61290 1.66530 0.410
O 0.70010 -1.96254 -0.26856 0.285
H 0.88598 -1.55319 -1.13043 0.183

***

56
Properties=species:S:1:pos:R:3:nbo_charge:R:1 method="wB97M-V/def2-TZVPD" orbital_gap_ev=7.9451 homo_energy_ev=-12.0 lumo_energy_ev=-4.1 charge=+1
C 3.32866 -1.87724 -0.86837 -0.631
C 2.51883 -1.02616 -2.03973 -0.543
S 2.61602 0.78256 -1.56182 0.188
C 1.52562 1.82448 -2.73183 -0.358
N 0.10335 1.61301 -2.26111 -0.383
C -0.30468 2.34870 -0.97732 -0.037
C -1.86764 1.93011 -0.64099 -0.041
I -3.14183 2.53498 1.04312 0.378
N -2.12565 0.99818 -1.80913 -0.430
C -3.50300 0.33684 -1.84619 0.063
O -3.45771 -0.76113 -0.85612 -0.264
O -4.39491 -1.64215 -1.06779 -0.381
C -1.01267 0.74862 -2.82030 0.289
S -0.94838 -0.35525 -4.34389 0.093
H 2.52270 -2.32696 -0.12164 0.236
H 3.95562 -2.73566 -1.39598 0.249
H 4.03632 -1.09934 -0.33252 0.230
H 1.43066 -1.42432 -2.23292 0.221
H 3.10906 -1.14637 -3.05470 0.226
H 1.81920 2.95683 -2.64478 0.278
H 1.60594 1.38437 -3.81307 0.253
H 0.41593 3.04243 -0.36512 0.295
H -4.31404 1.15120 -1.58360 0.234
H -3.64775 -0.04566 -2.96475 0.186
H -4.17760 -2.03026 -1.97090 0.438
H -2.24470 -0.88803 -4.62596 0.208
C 2.70896 -9.11132 -0.29677 -0.641
C 2.80529 -7.97057 -1.29372 -0.071
O 3.50850 -6.85701 -0.73079 -0.504
C 4.85862 -6.97521 -0.68803 0.982
O 5.51025 -7.92865 -1.08878 -0.635
O 5.36183 -5.86272 -0.09751 -0.503
C 6.77355 -5.90114 0.09753 -0.259
H 2.27392 -8.76334 0.64575 0.212
H 2.09244 -9.92312 -0.69443 0.221
H 3.69718 -9.51650 -0.05916 0.229
H 1.79716 -7.61830 -1.53990 0.186
H 3.27223 -8.29108 -2.23354 0.197
H 7.29923 -6.12445 -0.83520 0.200
H 7.02226 -6.63800 0.86761 0.194
H 7.09492 -4.91547 0.44554 0.194
C -3.89829 4.99181 4.48057 -0.641
C -4.92551 5.61574 3.55318 -0.070
O -5.09128 7.00979 3.83705 -0.492
C -4.11914 7.82628 3.36070 0.986
O -3.13984 7.47913 2.71672 -0.653
O -4.40609 9.09466 3.74599 -0.490
C -3.40637 10.04638 3.38924 -0.259
H -4.15494 5.18737 5.52679 0.226
H -3.84123 3.91026 4.32483 0.201
H -2.90306 5.41487 4.31400 0.228
H -5.89888 5.13989 3.71794 0.196
H -4.66672 5.46137 2.49809 0.181
H -3.17585 10.00144 2.32105 0.196
H -2.50472 9.87974 3.98682 0.190
H -3.79176 11.04440 3.61587 0.203

***

15
Properties=species:S:1:pos:R:3:nbo_charge:R:1 method="wB97M-V/def2-TZVPD" orbital_gap_ev=9.7785 homo_energy_ev=-9.2 lumo_energy_ev=0.6
C 0.60433 1.14990 -0.04794 0.406
C 0.97714 -0.09981 -0.67322 -0.138
C 1.15293 -1.20273 0.41725 -0.207
C -1.34260 -1.00284 -0.37558 0.464
H -1.45940 0.69157 0.34808 0.429
H -0.57768 2.38078 1.08840 0.430
H 1.41574 3.00055 0.55101 0.315
H 1.94169 -0.01224 -1.34461 0.279
H 1.80216 -1.98602 0.08760 0.228
H 1.10020 -0.67983 1.54082 0.246
H -1.87831 -0.41674 -1.06983 0.141
N -0.63860 1.29660 0.60063 -0.861
N 1.60539 2.12446 -0.18757 -0.730
N -0.04616 -1.09915 -0.49199 -0.411
O -2.14245 -1.53732 0.42849 -0.591

***

14
Properties=species:S:1:pos:R:3:nbo_charge:R:1 method="wB97M-V/def2-TZVPD" orbital_gap_ev="9.1630 / 5.9905" homo_energy_ev="-9.6 / -8.1" lumo_energy_ev="-0.4 / -2.1"
C -1.30007 0.17372 0.10376 -0.267
C -0.26578 -0.57483 -0.14214 0.324
C -2.75981 -0.30255 0.22870 -0.623
C 2.82837 1.26616 0.13620 -0.259
N 0.84456 -1.26407 -0.45191 0.350
O 1.09953 -1.34521 -1.68266 -0.374
O 1.54046 -1.78728 0.47119 -0.410
Cl 3.28548 0.57666 -1.31299 0.137
Cl 2.97950 0.61831 1.65229 0.152
Cl 1.66404 2.57321 -0.16080 -0.004
H -1.00550 1.27495 0.33958 0.260
H -3.37062 0.32151 -0.37871 0.233
H -2.82268 -0.15470 1.37967 0.246
H -2.71748 -1.37587 -0.18218 0.236

***

9
Properties=species:S:1:pos:R:3:nbo_charge:R:1 method="wB97M-V/def2-TZVPD" orbital_gap_ev=6.2007 homo_energy_ev=-7.1 lumo_energy_ev=-0.9
H -0.45605 1.59446 -2.56628 -0.396
O 1.35223 -0.01789 -0.42937 -0.896
C 0.85728 -0.52863 0.72161 0.014
C -0.41998 -0.22920 1.07586 -0.062
O -1.16373 0.40406 0.12834 -0.972
Li -0.92394 -0.91950 -1.29689 0.963
Pb 0.20341 1.59947 -0.86701 0.973
H 1.46567 -1.24837 1.27948 0.186
H -0.91488 -0.65439 1.95426 0.190

***

15
Properties=species:S:1:pos:R:3:nbo_charge:R:1 method="wB97M-V/def2-TZVPD" orbital_gap_ev=9.4597 homo_energy_ev=-8.6 lumo_energy_ev=0.8
C 0.06377 -1.29365 0.96064 -0.451
C -1.03757 -0.36664 0.49083 -0.322
C 0.71321 -1.70854 -0.35149 -0.082
C -0.89741 -0.31734 -0.85008 0.249
N 0.26746 2.96637 0.10748 -1.082
O 0.01544 -1.13772 -1.38851 -0.485
Cl -1.54422 0.53793 -2.16469 0.046
H 0.61517 -0.78337 1.77381 0.219
H -0.45317 -2.10716 1.56050 0.212
H 0.91350 2.26802 0.38323 0.347
H -1.57194 0.23821 1.18897 0.242
H 1.75840 -1.64147 -0.40241 0.192
H 0.65317 -2.81082 -0.49036 0.181
H -0.36782 2.45352 -0.48803 0.368
H 0.87199 3.70266 -0.32987 0.366

***

12
Properties=species:S:1:pos:R:3:nbo_charge:R:1 method="wB97M-V/def2-TZVPD" orbital_gap_ev=10.0245 homo_energy_ev=-9.4 lumo_energy_ev=0.6
C -1.67745 0.73118 0.21396 -0.556
C -0.40327 0.42053 -0.37272 0.091
C 2.67944 -0.57172 0.06120 -0.065
H -2.28763 -1.50267 0.24779 0.125
H -1.60795 0.72526 1.34248 0.243
H -2.02522 1.61714 -0.25963 0.239
H -0.33283 0.37686 -1.44647 0.181
H 3.66936 -0.75565 -0.43042 0.181
H 2.57564 -0.98429 1.06428 0.173
N 0.65763 0.27473 0.31256 -0.299
N 1.78639 0.12181 -0.55390 -0.279
S -3.03410 -0.45319 -0.17913 -0.034

***

22
Properties=species:S:1:pos:R:3:nbo_charge:R:1 method="wB97M-V/def2-TZVPD" orbital_gap_ev=9.4118 homo_energy_ev=-8.6 lumo_energy_ev=0.8
N 0.32094 -0.18434 1.48567 -0.438
C -0.45275 0.56505 2.54445 -0.424
C 1.78537 -0.09007 1.75738 -0.417
C -1.53772 0.46377 -1.75307 -0.606
C 0.11862 0.35074 0.13242 -0.220
C -1.22699 -0.15692 -0.38103 -0.398
H -1.52286 0.67736 2.30181 0.204
H -0.02364 1.56675 2.71492 0.168
H -0.36258 -0.01943 3.47550 0.206
H 2.39198 -0.78401 1.15151 0.204
H 2.01201 -0.26304 2.82290 0.199
H 2.07136 0.94369 1.50017 0.162
H -0.71647 0.23446 -2.45277 0.189
H -1.58988 1.55723 -1.61806 0.201
H -2.48599 0.11864 -2.19836 0.216
H 0.84364 -0.03462 -0.61007 0.187
H 0.18514 1.45572 0.12567 0.161
H -2.00301 0.13286 0.35332 0.191
H -1.16489 -1.26216 -0.38663 0.214
O 1.09341 -2.11567 -3.47692 -0.937
H 1.21881 -1.23842 -3.04917 0.467
H 1.04556 -1.91764 -4.43960 0.471